<i>
The following is a DFT calculation (wB97M-V/def2-TZVPD) of 2 unconnected molecules or ions with the total composition C10H16.

Last column: Löwdin charge in e.
Atoms and positions in Å:
C (-2.1095, 1.5739, -1.0802)  -0.051
C (-0.8543, 0.7646, -1.2775)  -0.308
C (-1.0862, -0.6397, -1.3668)  -0.025
C (0.0654, -1.4558, -1.5457)  -0.057
C (1.3395, -0.8172, -1.5494)  -0.129
C (1.6009, 0.5312, -1.5264)  -0.067
C (0.3934, 1.3063, -1.2976)  -0.067
H (-1.9434, 2.6248, -0.8332)  0.078
H (-2.8488, 1.3020, -0.4794)  0.019
H (-2.5219, 1.6596, -2.1444)  0.114
H (-2.0921, -0.9808, -1.3883)  0.099
H (-0.0355, -2.4868, -1.7887)  0.084
H (2.2099, -1.4494, -1.3750)  0.096
H (2.5453, 0.8804, -1.1626)  0.096
H (0.5945, 2.3766, -1.1251)  0.114
C (-0.6512, -1.2256, 2.6030)  -0.137
C (0.1293, 0.0199, 2.2015)  -0.302
C (1.4470, -0.0778, 2.9766)  -0.137
H (-0.5220, -2.1097, 2.0862)  0.030
H (-1.7460, -0.9125, 2.4257)  0.089
H (-0.5400, -1.4411, 3.7071)  0.082
H (0.3300, 0.0696, 1.1302)  0.068
H (-0.4542, 0.9401, 2.5511)  0.124
H (1.2884, -0.3514, 4.0540)  0.082
H (2.1059, -0.8187, 2.5436)  0.069
H (1.9844, 0.8186, 2.9745)  0.037

Charge   0
Structure (SMILES)   Cc1ccccc1.CCC
Kohn-Sham gap   10.024 eV

=====

<ii>
The following is a DFT calculation (wB97M-V/def2-TZVPD) of 2 unconnected molecules or ions with the total composition C10H16.

Last column: Löwdin charge in e.
Atoms and positions in Å:
C (0.7844, -2.5583, -1.6246)  -0.050
C (-0.2456, -1.9362, -0.7107)  -0.279
C (-0.8069, -0.7120, -1.0479)  -0.065
C (-1.7525, -0.1111, -0.2286)  -0.102
C (-2.1840, -0.6981, 0.9487)  -0.093
C (-1.4571, -1.8095, 1.3756)  -0.097
C (-0.5791, -2.4746, 0.5364)  -0.055
H (0.6234, -2.2346, -2.6420)  0.072
H (0.7371, -3.6516, -1.5365)  0.078
H (1.7810, -2.3744, -1.2087)  0.083
H (-0.6142, -0.2629, -2.0105)  0.106
H (-2.2246, 0.8174, -0.5363)  0.101
H (-2.9658, -0.2720, 1.5538)  0.097
H (-1.6987, -2.1575, 2.3704)  0.098
H (-0.1792, -3.3885, 0.9509)  0.107
C (2.7663, 2.3433, 0.1991)  -0.112
C (1.4254, 2.7850, 0.8255)  -0.325
C (0.5399, 3.5790, -0.1012)  -0.136
H (2.8385, 2.6386, -0.8454)  0.062
H (2.8932, 1.2642, 0.2528)  0.059
H (3.6079, 2.7934, 0.7340)  0.064
H (0.8744, 1.9296, 1.2040)  0.086
H (1.6514, 3.3325, 1.7515)  0.096
H (1.0355, 4.4339, -0.5687)  0.072
H (0.2728, 2.9463, -0.9499)  0.064
H (-0.3539, 3.8862, 0.4398)  0.068

Charge   0
Structure (SMILES)   Cc1ccccc1.CCC
Kohn-Sham gap   10.005 eV

=====

Energy comparison, zero being the most stable, in kJ/mol: <i> 115.3; <ii> 0.0.

=====

<i>
The following is a DFT calculation (wB97M-V/def2-TZVPD) of 2 unconnected molecules or ions with the total composition C10H16.

Last column: Löwdin charge in e.
Atoms and positions in Å:
C (-1.3688, -2.7639, 1.1441)  -0.090
C (-0.9188, -1.5695, 0.2505)  -0.234
C (-0.1430, -0.5311, 1.0263)  -0.239
C (1.2635, -0.7317, 1.0023)  -0.046
C (2.0880, 0.2478, 1.5655)  -0.078
C (1.5168, 1.4406, 2.1109)  -0.081
C (0.1094, 1.5863, 2.2794)  -0.047
C (-0.6835, 0.6868, 1.4744)  -0.025
H (-1.9930, -2.5350, 2.0246)  0.073
H (-0.4990, -3.3480, 1.4524)  0.064
H (-1.9131, -3.5040, 0.4681)  0.086
H (-0.4034, -2.0695, -0.5648)  0.103
H (-1.6361, -1.0650, -0.2876)  0.065
H (1.7267, -1.5245, 0.4405)  0.107
H (3.1171, 0.1709, 1.4594)  0.071
H (2.1887, 2.2568, 2.3647)  0.091
H (-0.3344, 2.3949, 2.7948)  0.078
H (-1.7224, 0.7830, 1.4493)  0.085
C (0.1215, 0.5563, -2.6057)  -0.174
C (-0.2157, 1.9630, -3.0380)  -0.172
H (0.7123, -0.1398, -3.2889)  0.093
H (0.7003, 0.6159, -1.7780)  0.000
H (-0.7784, -0.0361, -2.2508)  0.074
H (0.4899, 2.4095, -3.6692)  0.028
H (-1.1702, 2.0540, -3.6695)  0.088
H (-0.2546, 2.6524, -2.1549)  0.079

Charge   0
Structure (SMILES)   CCc1ccccc1.CC
Kohn-Sham gap   9.822 eV

=====

<ii>
The following is a DFT calculation (wB97M-V/def2-TZVPD) of 2 unconnected molecules or ions with the total composition C10H16.

Last column: Löwdin charge in e.
Atoms and positions in Å:
C (0.9520, -1.0794, 2.8979)  -0.121
C (1.0782, -1.1623, 1.4171)  -0.213
C (-0.2945, -0.9028, 0.6917)  -0.249
C (-0.8762, 0.3194, 1.0305)  -0.080
C (-1.8740, 0.7567, 0.1599)  -0.087
C (-2.1031, 0.0335, -1.0066)  -0.113
C (-1.6904, -1.2841, -1.0702)  -0.100
C (-0.7599, -1.8520, -0.1892)  -0.033
H (1.6795, -0.3800, 3.2936)  0.069
H (1.0721, -2.0720, 3.3670)  0.082
H (-0.0089, -0.7198, 3.2926)  0.074
H (1.8424, -0.5452, 0.8488)  0.127
H (1.4748, -2.1192, 1.0992)  0.092
H (-0.4402, 0.9152, 1.8090)  0.115
H (-2.2909, 1.7577, 0.2589)  0.108
H (-2.8175, 0.3249, -1.7512)  0.097
H (-1.8616, -1.8308, -2.0144)  0.110
H (-0.3145, -2.7857, -0.4800)  0.109
C (0.8610, 1.9924, -1.0977)  -0.165
C (0.9999, 1.1896, -2.4036)  -0.140
H (0.0251, 2.7409, -1.2339)  0.080
H (0.6901, 1.3815, -0.2398)  0.009
H (1.6178, 2.7449, -0.8385)  0.062
H (1.9501, 1.3509, -2.9108)  0.067
H (0.0350, 1.0799, -2.8539)  0.050
H (1.0539, 0.1460, -2.0765)  0.049

Charge   0
Structure (SMILES)   CCc1ccccc1.CC
Kohn-Sham gap   9.939 eV

=====

Energy comparison, zero being the most stable, in kJ/mol: <i> 0.0; <ii> 37.7.